One molecule with the formula CH2N2OS2. Source: the OMol25 dataset; level of theory: the ωB97M-V functional and the def2-TZVPD basis.

total energy = -1020.320201 a.u.
relative energy (zero: lowest compared OMol25 entry of this formula, charge and spin) = 1.962 eV
spin multiplicity = 1
charge = 0
gap between HOMO and LUMO = 0.3386 hartree

XYZ file:
```
8
Properties=species:S:1:pos:R:3:forces:R:3
C -0.257651 0.873864 -0.120184 2.9 -2.1 -0.8
N -0.917351 0.489995 1.017649 0.5 0.7 1.9
N -0.872616 -0.635450 1.464182 -1.0 0.3 0.8
O 2.005252 -0.903548 -1.027989 0.9 0.5 -0.2
S -0.216902 -1.863435 0.559159 0.5 -1.2 -1.4
S 0.562715 -0.865725 -1.189178 -1.6 0.9 1.9
H -0.924552 1.377135 -0.684422 -2.2 1.4 -2.6
H 0.621105 1.527163 -0.019218 -0.1 -0.5 0.5
```
Positions in Å, forces in eV/Å.


C41H41AsF6N7O5S3SiSrTe as an isolated structure. Source: the OMol25 dataset; level of theory: the ωB97M-V functional and the def2-TZVPD basis.

total energy = -6964.373575 a.u.
relative energy (zero: lowest compared OMol25 entry of this formula, charge and spin) = 2.598 eV
spin multiplicity = 2
charge = -2
gap between HOMO and LUMO (spin up / spin down) = 0.1999 / 0.1642 hartree

XYZ file:
```
107
Properties=species:S:1:pos:R:3:forces:R:3
Sr 0.178650 -0.136019 0.675356 0.4 0.4 -1.1
C -5.515496 0.254179 -1.557098 0.2 0.0 -0.1
N -4.939707 -0.886917 -0.880002 -0.1 0.1 -0.1
C -5.831242 -1.713229 -0.099329 0.2 -0.3 0.2
C -3.602618 -1.096677 -0.977485 -0.3 -0.2 0.2
O -2.911528 -0.484121 -1.767054 0.5 0.1 -0.2
C -3.017945 -2.139841 -0.025442 -0.2 0.1 0.2
O -1.618902 -2.172222 -0.055964 0.3 0.2 -0.2
C -1.040867 -2.719067 -1.219822 0.1 -0.2 0.0
C -0.177930 -1.702706 -1.957459 -0.7 -0.8 -1.0
O 0.044785 -0.604745 -1.467643 0.2 0.0 -1.9
N 0.246802 -2.048118 -3.183350 0.0 0.2 0.1
C 0.020061 -3.332994 -3.797816 -0.2 -0.2 0.0
C 1.081648 -1.159788 -3.963158 0.1 0.2 0.0
H -6.248978 -0.069456 -2.299127 -0.1 0.1 -0.1
H -5.987546 0.916519 -0.829454 -0.1 0.0 0.0
H -4.706080 0.788705 -2.049773 -0.1 0.0 0.0
H -6.832683 -1.287865 -0.148458 0.1 0.0 0.0
H -5.865507 -2.737221 -0.487227 -0.1 0.0 0.0
H -5.534642 -1.758042 0.948106 0.0 0.0 0.1
H -3.280384 -1.854967 0.998086 -0.1 -0.1 -0.2
H -3.448902 -3.134143 -0.229108 0.1 0.1 0.0
H -0.379345 -3.535926 -0.902775 -0.2 0.0 -0.1
H -1.813847 -3.087576 -1.900880 0.1 0.0 0.1
H -0.157934 -4.107458 -3.056477 0.0 0.0 -0.1
H -0.828657 -3.278610 -4.488673 0.0 -0.1 0.0
H 0.908114 -3.609273 -4.368422 0.0 0.0 0.1
H 1.166993 -0.208808 -3.444411 0.1 -0.1 -0.2
H 2.075848 -1.594433 -4.091234 0.0 0.0 0.0
H 0.633748 -1.004248 -4.948261 0.0 0.1 0.0
O 1.146466 1.931997 0.660143 0.3 0.6 0.3
N 2.409279 2.231284 0.715037 0.7 0.2 0.2
C 2.771555 3.490450 0.447241 0.1 0.7 -0.2
C 4.081376 3.904435 0.406604 -0.1 0.0 0.0
C 5.079481 2.968574 0.682107 -0.1 0.0 0.0
C 4.708977 1.693463 1.010197 0.1 0.3 -0.1
C 3.358541 1.290766 1.033425 0.1 -0.1 0.2
S 2.929284 -0.276727 1.425562 0.3 -0.6 0.2
H 1.937858 4.146850 0.248512 -0.1 0.0 0.0
H 4.322358 4.928772 0.165363 -0.1 0.1 0.0
H 6.123134 3.245533 0.640122 0.1 0.0 0.0
H 5.445026 0.942229 1.251525 0.0 -0.1 0.0
F -0.156471 -0.713609 2.666593 -0.5 -0.9 2.6
As 0.356787 -2.081941 3.612666 -0.9 -2.2 3.8
F -0.724752 -1.501507 4.911101 0.5 -0.2 -0.9
F 1.329578 -2.755937 2.373792 0.0 0.5 -0.3
F 0.777728 -3.448681 4.694469 -0.2 0.9 -0.9
F -1.022213 -3.030161 2.990079 0.7 0.8 0.1
F 1.640600 -1.137049 4.304822 -0.4 -0.4 -0.6
S 4.711248 -0.296854 -3.178435 -0.3 0.4 0.2
C 4.535642 1.393948 -3.480785 0.2 -0.3 0.0
C 3.599591 1.923991 -2.653678 0.4 0.0 -0.5
N 3.018323 1.033705 -1.815476 -0.7 0.2 0.5
C 3.483574 -0.149674 -1.958104 0.6 -0.6 -0.4
H 5.122197 1.873072 -4.237827 0.1 0.2 -0.1
H 3.284651 2.952595 -2.625197 0.0 0.2 -0.1
H 3.144128 -1.011965 -1.416964 0.0 -0.2 0.2
O 1.954820 -2.701335 -1.075412 0.2 -1.6 -0.1
N 1.737750 -3.951858 -1.062921 0.0 0.9 0.3
C 2.400750 -4.745811 -1.905279 0.1 0.6 0.3
C 3.301886 -4.302505 -2.888965 0.4 1.0 -0.4
N 3.971069 -3.850164 -3.713017 0.1 -0.1 -0.1
C 2.126373 -6.116681 -1.927920 -0.4 -1.2 0.1
N 1.933229 -7.249996 -2.033875 0.0 0.1 0.1
Te -0.144549 2.048483 -2.434169 -0.3 0.8 -0.3
C 0.081717 4.040428 -3.098605 -0.5 -0.1 -0.4
C 1.048299 4.929246 -2.727122 0.1 -0.3 0.4
C 1.012202 6.167970 -3.393922 0.1 0.3 -0.2
C 0.008382 6.242322 -4.304055 -0.5 -0.6 -0.1
S -0.914719 4.777021 -4.327459 0.6 0.1 0.2
H 1.773098 4.685976 -1.972954 0.2 -0.1 0.2
H 1.714594 6.965416 -3.213320 0.1 0.1 0.0
H -0.251232 7.052283 -4.958654 0.0 0.2 0.0
C -0.607451 3.277329 5.738151 0.1 0.1 0.1
C -1.600750 2.317740 5.799059 -0.1 0.0 0.1
C -2.064174 1.717211 4.640472 0.0 0.0 0.0
C -1.556775 2.065598 3.392321 -0.3 -0.2 -0.3
C -0.526399 3.003206 3.357217 0.0 0.1 -0.1
C -0.060644 3.609000 4.508956 0.1 0.2 0.0
Si -2.197255 1.366196 1.709581 -0.7 0.3 0.1
C -3.047746 2.935712 0.959070 0.2 -0.4 0.4
C -3.252602 3.068302 -0.409557 0.1 0.0 0.0
C -3.908876 4.164846 -0.943459 -0.1 0.1 -0.2
C -4.399644 5.151484 -0.105603 -0.1 0.2 -0.1
C -4.212677 5.037872 1.261280 -0.1 0.1 0.1
C -3.532106 3.950142 1.778671 -0.1 0.1 0.0
C -3.774349 0.422415 2.336851 0.3 0.3 -0.1
C -3.640894 -0.767412 3.055437 0.2 -0.1 0.1
C -4.734350 -1.431916 3.585477 -0.1 -0.1 0.1
C -6.009365 -0.917067 3.407733 -0.2 0.0 0.1
C -6.172538 0.247183 2.673883 -0.2 0.0 0.1
C -5.069868 0.894654 2.142817 -0.1 0.1 0.0
H -0.261193 3.766715 6.639620 0.1 0.0 0.1
H -2.030433 2.039706 6.751592 0.0 0.0 0.1
H -2.842101 0.972492 4.720522 -0.1 -0.1 0.0
H -0.093252 3.257332 2.399877 0.1 0.1 -0.1
H 0.728274 4.347605 4.448645 0.1 0.0 0.0
H -2.879550 2.300467 -1.071781 0.1 -0.2 -0.1
H -4.045941 4.248760 -2.013462 0.0 0.0 -0.1
H -4.913717 6.012505 -0.513034 -0.1 0.0 -0.1
H -4.612832 5.790075 1.929933 0.0 0.1 0.0
H -3.377053 3.877334 2.844616 0.0 0.0 0.2
H -2.654075 -1.174495 3.229707 0.1 -0.1 0.1
H -4.589739 -2.347889 4.143701 0.0 0.0 0.1
H -6.867990 -1.411855 3.843168 -0.1 -0.1 0.0
H -7.164902 0.656247 2.524568 -0.1 0.0 0.0
H -5.207473 1.806887 1.582775 -0.1 0.2 -0.1
```
Positions in Å, forces in eV/Å.


A 2-piece molecular cluster, C3H9NS overall. Source: the OMol25 dataset; level of theory: the ωB97M-V functional and the def2-TZVPD basis.

total energy = -572.266222 a.u.
relative energy (zero: lowest compared OMol25 entry of this formula, charge and spin) = 1.460 eV
spin multiplicity = 2
charge = +1
gap between HOMO and LUMO (spin up / spin down) = 0.3369 / 0.1642 hartree

XYZ file:
```
14
Properties=species:S:1:pos:R:3:forces:R:3
C -2.997631 0.048665 -1.039968 0.7 -0.4 -0.6
N -2.575248 0.922124 -0.241196 1.0 0.8 -0.4
H -2.756553 0.192603 -2.121620 -0.6 0.0 0.8
H -3.451121 -0.912758 -0.786465 -0.2 0.1 0.2
H -2.613883 0.805600 0.762917 -0.8 -0.6 0.1
C 1.420144 1.059345 -0.297554 0.0 0.4 1.0
S 1.227396 0.410850 1.402879 -0.2 -0.5 -1.6
C 1.729973 -1.283620 1.002810 -0.1 0.4 1.4
H 0.910269 2.011795 -0.443353 0.4 0.2 0.5
H 1.008194 0.422570 -1.056629 0.0 -0.8 -0.1
H 2.520564 1.086453 -0.326358 -0.2 0.4 -0.5
H 1.530057 -1.899354 1.883513 -0.8 -0.1 -0.2
H 1.220726 -1.630768 0.071709 1.1 0.2 0.7
H 2.827114 -1.233506 1.189316 -0.2 -0.1 -1.4
```
Positions in Å, forces in eV/Å.


One molecule with the formula C21H17ClFN3O3S2. Source: the OMol25 dataset; level of theory: the ωB97M-V functional and the def2-TZVPD basis.

total energy = -2556.914183 a.u.
relative energy (zero: lowest compared OMol25 entry of this formula, charge and spin) = 0.000 eV
spin multiplicity = 1
charge = 0
gap between HOMO and LUMO = 0.3049 hartree

XYZ file:
```
48
Properties=species:S:1:pos:R:3:forces:R:3
C -3.957878 -0.297406 2.128467 -0.2 -0.1 0.1
C -2.512401 -0.351312 1.757355 -0.1 -0.2 0.1
C -1.751528 -1.474356 2.080329 -0.1 0.4 -0.2
C -0.414415 -1.583554 1.756116 0.1 -0.1 0.0
C 0.225978 -0.541394 1.086373 -0.8 -0.1 0.2
N 1.564107 -0.531674 0.715095 0.9 0.5 -0.5
C 2.541564 -1.433378 0.885608 -0.3 -0.2 0.2
S 2.469206 -2.917248 1.599383 0.0 -0.4 0.2
N 3.791342 -1.065212 0.391671 0.2 0.2 -0.1
C 4.155755 0.088767 -0.248983 0.0 0.0 0.0
O 3.360165 0.973917 -0.519201 0.0 0.1 -0.1
C 5.590446 0.179152 -0.615664 0.3 0.2 -0.1
C 6.601041 -0.485664 0.077719 -0.2 0.1 -0.2
C 7.919635 -0.341434 -0.308722 0.2 0.1 -0.1
C 8.217067 0.467340 -1.393265 -0.2 0.0 0.1
F 9.498080 0.598349 -1.772491 -0.1 0.0 0.0
C 7.234346 1.150742 -2.089606 0.2 -0.1 0.0
C 5.921820 1.007299 -1.688334 -0.1 -0.1 0.2
C -0.521419 0.588768 0.754454 0.4 -0.1 0.0
C -1.857531 0.674351 1.087034 -0.1 0.5 -0.1
S -2.657553 2.181616 0.510861 0.1 -0.1 -0.5
O -1.637470 3.116323 0.150163 0.1 -0.2 -0.1
O -3.705199 2.612275 1.382781 0.0 -0.3 -0.1
N -3.331238 1.696283 -0.957974 0.7 0.8 0.5
C -4.439915 0.861287 -1.058316 -0.9 -0.5 0.1
C -5.613363 1.179172 -0.377654 0.0 0.0 -0.1
C -6.716654 0.354753 -0.489210 0.1 0.0 0.0
C -6.682189 -0.781806 -1.281455 0.0 -0.1 0.0
C -5.515386 -1.081926 -1.964505 -0.1 0.2 0.1
Cl -5.444417 -2.492832 -2.960806 0.0 -0.2 -0.1
C -4.393820 -0.278002 -1.858614 0.1 0.2 0.1
H -4.300956 0.729446 2.196526 -0.1 -0.2 0.1
H -4.117004 -0.797656 3.081295 0.0 0.0 0.1
H -4.556556 -0.812439 1.376595 -0.1 0.0 0.0
H -2.228093 -2.288849 2.604834 -0.1 -0.1 0.1
H 0.130806 -2.471477 2.027506 0.0 0.0 0.0
H 1.873451 0.321588 0.230491 0.0 -0.3 0.1
H 4.490372 -1.784719 0.529392 -0.2 0.1 0.0
H 6.379318 -1.091196 0.944073 0.0 -0.1 0.1
H 8.715996 -0.841564 0.219039 0.1 0.0 0.0
H 7.504498 1.780804 -2.921714 0.0 0.0 -0.1
H 5.129175 1.531518 -2.199559 0.0 0.0 0.0
H -0.066867 1.427855 0.249750 0.2 0.1 0.0
H -2.595634 1.508181 -1.622482 0.1 0.1 -0.1
H -5.635932 2.063251 0.236529 -0.1 0.1 0.0
H -7.622700 0.602949 0.041513 -0.1 0.0 0.1
H -7.544768 -1.421615 -1.373888 -0.1 -0.1 0.0
H -3.493259 -0.529273 -2.398513 0.1 -0.1 0.0
```
Positions in Å, forces in eV/Å.


A 2-piece molecular cluster, C5H11NO overall. Source: the OMol25 dataset; level of theory: the ωB97M-V functional and the def2-TZVPD basis.

total energy = -327.020774 a.u.
relative energy (zero: lowest compared OMol25 entry of this formula, charge and spin) = 3.009 eV
spin multiplicity = 1
charge = 0
gap between HOMO and LUMO = 0.3516 hartree

XYZ file:
```
18
Properties=species:S:1:pos:R:3:forces:R:3
C 0.422310 -0.729050 -2.140089 -1.5 -0.7 -1.1
C -0.253345 0.000091 -1.230373 -2.6 -0.9 -0.2
N -1.735649 -0.057167 -0.977250 0.2 -1.2 -4.4
C 0.312210 0.987238 -0.343653 -0.6 2.4 -0.2
C 0.902662 0.787952 0.811423 -0.2 -1.9 -1.2
C 1.563587 1.649531 1.741657 0.5 2.5 2.2
H 0.037497 -1.339822 -3.037943 -0.2 0.9 1.9
H 1.481249 -0.793165 -2.145725 0.8 0.6 0.3
H -2.200186 0.738179 -0.539391 0.8 0.0 -0.2
H -2.246950 -0.249521 -1.964408 1.4 0.5 3.2
H -0.061154 1.998634 -0.631187 0.9 -0.3 0.0
H 0.850433 -0.245227 1.037185 0.7 -1.2 0.6
H 1.927803 2.595394 1.283627 0.0 -0.7 0.1
H 2.412782 1.163931 2.317526 -1.2 0.6 -0.7
H 0.788987 2.039684 2.465261 0.9 -0.5 -0.2
O -0.900844 -2.265207 1.506195 -1.1 -2.2 0.1
H -0.387535 -1.891142 2.181277 1.1 0.9 1.3
H -0.931172 -1.669696 0.791182 -0.1 1.3 -1.4
```
Positions in Å, forces in eV/Å.